Computed, not measured: a structure of composition C28H24Cl4N4O4SSiV at a distorted geometry, with ωB97M-V/def2-TZVPD.

Positions of all 67 atoms, in Å:
V (1.0343, 0.5538, 0.1411)
C (-2.8287, 3.1184, 0.6754)
C (-1.8806, 2.0595, 0.2047)
N (-0.6178, 2.1259, 0.3871)
N (-0.1180, 3.2707, 0.9603)
C (1.1730, 3.3400, 0.6924)
O (1.8416, 2.4931, 0.0360)
C (1.8986, 4.5480, 1.1994)
C (1.2385, 5.5753, 1.8679)
C (1.9446, 6.6753, 2.3304)
C (3.3174, 6.7591, 2.1289)
C (3.9783, 5.7345, 1.4649)
C (3.2727, 4.6327, 1.0022)
C (-2.3572, 0.8978, -0.5809)
C (-3.7037, 0.5698, -0.7305)
C (-4.0390, -0.5006, -1.5397)
C (-3.0329, -1.1974, -2.1926)
C (-1.7205, -0.7971, -1.9804)
N (-1.3967, 0.2129, -1.1925)
H (-2.3367, 4.0876, 0.6290)
H (-3.0978, 2.9387, 1.7202)
H (-3.7398, 3.1346, 0.0787)
H (0.1711, 5.4871, 2.0185)
H (1.4246, 7.4707, 2.8521)
H (3.8692, 7.6189, 2.4915)
H (5.0492, 5.7909, 1.3094)
H (3.7630, 3.8160, 0.4888)
H (-4.4675, 1.1148, -0.1933)
H (-5.0756, -0.7963, -1.6522)
H (-3.2522, -2.0380, -2.8376)
H (-0.8878, -1.3112, -2.4499)
C (-2.5421, -4.1633, 3.4004)
Si (-2.4236, -4.2570, 1.5284)
C (-4.0280, -3.6436, 0.7614)
C (-2.3340, -6.1269, 1.2010)
C (-0.9674, -3.4893, 0.6404)
C (-0.2461, -4.2209, -0.2757)
C (0.7981, -3.6299, -0.9906)
C (1.0696, -2.3073, -0.7408)
N (0.3720, -1.5407, 0.1143)
C (-0.6605, -2.0966, 0.8134)
S (-1.6524, -1.1541, 1.8318)
H (-3.3320, -4.8469, 3.7325)
H (-2.7617, -3.1509, 3.7279)
H (-1.6057, -4.4730, 3.8714)
H (-4.9044, -4.1231, 1.2078)
H (-4.0359, -3.8383, -0.3143)
H (-4.0981, -2.5645, 0.9113)
H (-3.1725, -6.6219, 1.7001)
H (-1.4094, -6.5435, 1.6100)
H (-2.3808, -6.3907, 0.1421)
H (-0.4781, -5.2683, -0.4399)
H (1.3934, -4.1788, -1.7075)
H (1.8807, -1.8154, -1.2557)
Cl (4.8468, 0.5600, -5.6404)
C (4.3176, 0.3667, -3.9933)
C (5.2150, 0.0139, -3.0084)
Cl (6.8925, -0.2411, -3.3952)
C (4.7722, -0.1431, -1.6805)
Cl (5.8807, -0.6052, -0.4232)
C (3.4431, 0.0639, -1.3302)
O (2.9535, -0.0841, -0.1397)
C (2.5016, 0.4364, -2.3602)
O (1.2781, 0.5872, -1.9758)
C (2.9638, 0.5702, -3.6659)
Cl (1.8048, 0.9944, -4.8925)
O (1.2255, 0.5403, 1.7064)

Summary:
Energy above the lowest of the compared OMol25 structures with the same formula, charge and spin (eV): 0.000
2S+1: 2
Charge: -2
Gap between HOMO and LUMO (alpha / beta) (eV): 6.0 / 6.1
Lowest unoccupied orbital energy (alpha / beta) (Ha): 0.162 / 0.162

Löwdin atomic charge list, values in e, 8 entries: 0.933, -0.033, -0.270, 0.011, 0.074, -0.452, -0.079, -0.124